# 1
This record from OMol25 describes 2 unconnected molecules or ions with the total composition C11H18O at a distorted geometry. The level of theory is ωB97M-V/def2-TZVPD.

Each line ends with the Mulliken charge.
Atoms and positions in Å:
C -2.312 0.943 -2.219  -1.125
C -2.188 0.464 -0.783  -0.740
C -1.181 -0.651 -0.535  0.154
C -1.567 -1.935 -0.187  -0.446
C -0.652 -2.984 -0.303  -0.540
C 0.667 -2.687 -0.581  0.217
O 1.573 -3.737 -0.693  -0.562
C 1.086 -1.385 -0.806  -0.465
C 0.149 -0.356 -0.818  -0.444
H -1.573 0.431 -2.820  0.362
H -2.014 1.981 -2.360  0.292
H -3.320 0.826 -2.609  0.306
H -1.910 1.281 -0.101  0.234
H -3.129 0.199 -0.284  0.474
H -2.564 -2.098 0.201  0.378
H -1.033 -3.996 -0.306  0.409
H 2.122 -3.792 0.084  0.325
H 2.128 -1.265 -1.076  0.439
H 0.537 0.563 -1.147  0.696
C 1.315 0.495 2.147  -1.083
C 1.920 1.653 1.347  -0.269
C 0.952 2.838 1.142  -0.973
H 0.298 0.262 1.846  0.226
H 1.466 0.647 3.216  0.441
H 1.922 -0.384 1.930  0.263
H 2.792 2.027 1.890  0.398
H 2.314 1.295 0.402  0.228
H 0.390 2.908 2.074  0.265
H 1.513 3.768 1.067  0.354
H 0.301 2.690 0.285  0.184

Computed properties:
- LUMO level (Ha) = 0.03172
- ΔE to the lowest compared entry with this formula, charge and spin (kcal per mole) = 20.2
- SMILES = CCc1ccc(O)cc1.CCC

=====

# 2
This record from OMol25 describes a molecular structure, C9H8N2O4RuS3 at a distorted geometry. The level of theory is ωB97M-V/def2-TZVPD.

Each line ends with the Mulliken charge.
Atoms and positions in Å:
Ru 8.126 -1.218 9.482  0.740
N 8.498 -0.531 11.672  -0.511
C 9.289 0.733 11.689  -0.281
C 9.166 1.456 10.364  0.499
O 9.477 2.594 10.160  -0.588
O 8.766 0.607 9.412  -0.612
H 7.576 -0.360 12.065  0.281
H 9.033 -1.302 12.038  0.295
H 10.304 0.434 11.837  0.246
H 8.913 1.347 12.515  0.387
S 4.363 -3.464 8.542  -0.173
C 5.712 -2.662 8.943  0.293
S 5.983 -0.913 8.853  -0.251
S 7.206 -3.369 9.513  -0.195
O 11.995 -2.651 9.209  -0.631
C 10.856 -2.298 9.026  0.512
O 9.947 -2.092 9.947  -0.566
C 10.408 -2.022 7.619  0.639
C 11.230 -2.408 6.542  -0.888
C 10.755 -2.306 5.269  -0.131
C 9.475 -1.763 5.068  -0.760
C 8.755 -1.381 6.166  -0.357
N 9.211 -1.536 7.434  0.353
H 12.201 -2.833 6.736  0.475
H 11.383 -2.683 4.447  0.380
H 9.085 -1.575 4.083  0.405
H 7.796 -0.884 6.082  0.442

Computed properties:
- spin multiplicity = 5
- LUMO level (alpha / beta) (Ha) = -0.02399 / -0.08870

=====

# 3
This record from OMol25 describes 3 unconnected molecules or ions with the total composition C26H29BrF6NO10PS2 at a distorted geometry. The level of theory is ωB97M-V/def2-TZVPD.

Each line ends with the Mulliken charge.
Atoms and positions in Å:
O 4.805 1.898 0.474  -0.612
C 4.555 1.362 -0.589  0.293
C 5.583 0.545 -1.265  -0.235
C 5.330 -0.096 -2.406  0.473
P 6.568 -1.135 -3.226  0.877
O 6.150 -2.497 -3.560  -0.652
O 6.973 -0.228 -4.466  -0.500
O 7.851 -1.044 -2.279  -0.560
C 3.991 -0.012 -3.090  0.562
O 3.818 -0.662 -4.093  -0.582
C 2.950 0.885 -2.482  0.154
C 3.241 1.514 -1.263  0.213
C 2.302 2.312 -0.641  -1.354
C 1.076 2.517 -1.229  -0.706
C 0.742 1.944 -2.450  1.357
C -0.617 2.150 -3.068  -0.341
C -1.429 3.383 -2.618  -1.258
C -2.830 3.049 -2.124  -0.763
S -3.757 2.306 -3.499  -0.133
C -5.261 1.924 -2.594  0.103
S -6.103 3.122 -1.888  -0.264
N -5.651 0.595 -2.512  0.119
C -5.000 -0.352 -3.429  -0.437
C -5.675 -1.697 -3.287  -0.852
O -5.455 -2.203 -1.988  -0.375
C -6.110 -1.375 -1.050  -0.525
C -5.717 0.094 -1.124  -0.578
C 1.695 1.122 -3.060  -0.614
Br 1.200 0.327 -4.704  -0.145
H 6.542 0.511 -0.765  0.473
H 7.077 -0.812 -5.232  0.353
H 7.616 -1.088 -1.347  0.319
H 2.540 2.774 0.306  0.498
H 0.365 3.144 -0.713  0.273
H -1.198 1.251 -2.833  0.291
H -0.534 2.160 -4.150  0.450
H -1.539 4.044 -3.480  0.342
H -0.922 3.969 -1.856  0.518
H -2.800 2.349 -1.289  0.349
H -3.355 3.950 -1.813  0.647
H -5.119 0.011 -4.451  0.549
H -3.932 -0.453 -3.222  0.239
H -5.264 -2.404 -4.004  0.396
H -6.753 -1.580 -3.455  0.390
H -7.196 -1.458 -1.189  0.334
H -5.878 -1.763 -0.062  0.193
H -4.785 0.287 -0.581  0.301
H -6.501 0.651 -0.614  0.427
C -3.783 -6.334 1.970  -1.077
C -4.114 -5.666 3.286  -0.222
O -3.726 -4.273 3.274  -0.330
C -4.576 -3.441 2.701  0.394
O -5.628 -3.699 2.198  -0.518
C -4.035 -1.998 2.791  0.888
F -2.741 -1.937 2.473  -0.265
F -4.189 -1.528 4.033  -0.262
F -4.714 -1.216 1.955  -0.226
H -2.725 -6.217 1.739  0.301
H -4.012 -7.398 2.031  0.368
H -4.363 -5.903 1.155  0.312
H -3.546 -6.100 4.105  0.309
H -5.174 -5.738 3.521  0.320
C 5.118 0.829 3.412  -0.982
C 5.673 0.575 4.795  -0.403
O 5.933 1.817 5.488  -0.305
C 4.891 2.385 6.069  0.346
O 3.764 1.991 6.094  -0.513
C 5.343 3.674 6.791  0.900
F 6.159 4.401 6.025  -0.244
F 5.996 3.351 7.915  -0.254
F 4.290 4.415 7.112  -0.237
H 5.783 1.471 2.838  0.321
H 5.002 -0.115 2.880  0.388
H 4.144 1.314 3.464  0.310
H 6.640 0.079 4.750  0.330
H 5.002 -0.036 5.398  0.347

Computed properties:
- LUMO level (Ha) = -0.06703
- SMILES = O=C1C=C(P(=O)(O)O)C(=O)c2c1ccc(CCCSC(=S)N1CCOCC1)c2Br.CCOC(=O)C(F)(F)F.CCOC(=O)C(F)(F)F

=====

# 4
This record from OMol25 describes a molecular structure, C19H18O4 at a distorted geometry. The level of theory is ωB97M-V/def2-TZVPD.

Each line ends with the Mulliken charge.
Atoms and positions in Å:
C -2.435 4.687 -1.630  -0.679
O -1.691 4.319 -0.439  -0.469
C -1.372 3.036 -0.152  -0.005
C -2.355 1.960 -0.365  0.709
C -1.875 0.631 -0.107  0.254
C -0.547 0.381 0.229  -0.556
C -0.295 -1.059 0.211  0.796
C 0.945 -1.620 0.160  -0.775
C 1.241 -3.024 0.339  0.718
C 0.477 -3.857 1.197  -0.350
C 0.780 -5.213 1.312  -0.635
C 1.842 -5.767 0.581  -0.373
C 2.625 -4.946 -0.247  -0.513
C 2.347 -3.587 -0.345  -0.500
C -1.620 -1.763 0.003  -0.502
C -2.642 -0.630 -0.309  -0.937
C 0.351 1.420 0.522  0.384
C -0.068 2.744 0.302  0.829
O 0.878 3.751 0.394  -0.450
C 1.674 4.061 -0.798  -0.684
O 1.674 1.123 0.770  -0.347
C 1.847 1.861 1.825  -0.777
O -3.508 2.185 -0.798  -0.738
H -2.802 5.694 -1.425  0.248
H -1.751 4.693 -2.486  0.247
H -3.259 3.984 -1.783  0.306
H 1.786 -0.997 -0.140  0.420
H -0.332 -3.411 1.779  0.379
H 0.183 -5.841 1.976  0.357
H 2.064 -6.832 0.661  0.363
H 3.455 -5.370 -0.814  0.355
H 2.949 -2.925 -0.972  0.342
H -1.578 -2.495 -0.816  0.373
H -1.938 -2.309 0.902  0.216
H -3.523 -0.696 0.341  0.340
H -3.004 -0.718 -1.343  0.202
H 1.946 5.112 -0.680  0.263
H 2.572 3.429 -0.789  0.259
H 1.094 3.903 -1.718  0.260
H 2.856 1.827 2.234  0.318
H 1.009 2.261 2.416  0.352

Computed properties:
- LUMO level (alpha / beta) (Ha) = 0.00268 / -0.06214
- ΔE to the lowest compared entry with this formula, charge and spin (kcal per mole) = 133.7

=====

# 5
This record from OMol25 describes a molecular structure, C4H4OS at a distorted geometry. The level of theory is ωB97M-V/def2-TZVPD.

Each line ends with the Mulliken charge.
Atoms and positions in Å:
C 0.944 -0.652 -0.455  -0.632
C 1.075 -0.026 0.769  -0.529
C -1.389 0.238 0.455  0.104
C 0.170 0.299 -1.179  -0.326
O -2.523 0.500 0.308  -0.395
S 0.347 1.432 0.244  -0.127
H 0.988 -1.648 -0.621  0.359
H 1.733 -0.133 1.528  0.526
H -0.876 -0.506 0.909  0.448
H -0.469 0.495 -1.958  0.572

Computed properties:
- LUMO level (Ha) = 0.02740
- ΔE to the lowest compared entry with this formula, charge and spin (kcal per mole) = 102.8

=====

# 6
This record from OMol25 describes C5H7N in the gas phase at a distorted geometry. The level of theory is ωB97M-V/def2-TZVPD.

Each line ends with the Mulliken charge.
Atoms and positions in Å:
C 2.036 0.240 0.259  -1.183
C 0.635 -0.083 -0.021  0.848
C 0.234 -1.103 -0.654  -0.380
N -1.953 -0.835 -0.392  -0.546
C -1.750 0.362 0.069  -0.113
C -0.440 0.815 0.136  -0.798
H 2.204 0.372 1.329  0.311
H 2.705 -0.553 -0.071  0.341
H 2.315 1.159 -0.258  0.304
H -0.280 -2.037 -0.762  0.321
H -2.900 -1.195 -0.281  0.204
H -2.560 0.995 0.421  0.377
H -0.237 1.875 0.230  0.315

Computed properties:
- LUMO level (Ha) = 0.00655
- ΔE to the lowest compared entry with this formula, charge and spin (kcal per mole) = 106.4

=====

# 7
This record from OMol25 describes C5H5NO in the gas phase at a distorted geometry. The level of theory is ωB97M-V/def2-TZVPD.

Each line ends with the Mulliken charge.
Atoms and positions in Å:
N 2.008 1.070 -0.584  -0.339
C 1.934 0.456 0.405  -0.073
C 0.914 -0.674 0.441  0.382
O -0.080 -0.707 1.427  -0.400
C -1.143 -0.316 0.594  -0.126
C -0.873 0.809 -0.303  -0.569
C 0.019 -0.298 -0.717  -0.454
H 1.432 -1.631 0.384  0.316
H -2.121 -0.615 1.000  0.396
H -1.695 0.918 -1.010  0.261
H -0.490 1.758 0.054  0.242
H 0.096 -0.771 -1.690  0.364

Computed properties:
- LUMO level (Ha) = 0.00505
- ΔE to the lowest compared entry with this formula, charge and spin (kcal per mole) = 115.2
- SMILES = N#C[C@H]1O[C@H]2C[C@H]21

=====

# 8
This record from OMol25 describes C4H12N2 in the gas phase at a distorted geometry. The level of theory is ωB97M-V/def2-TZVPD.

Each line ends with the Mulliken charge.
Atoms and positions in Å:
C -1.941 -0.386 -0.541  -0.930
N -0.595 0.023 -0.417  -0.111
C -0.482 1.500 -0.077  -1.111
C 0.101 -0.741 0.621  -0.544
C 1.619 -0.353 0.666  -0.806
N 2.287 -0.252 -0.591  -0.519
H -2.227 -1.409 -0.912  0.288
H -2.637 0.288 -1.145  0.285
H -2.471 -0.269 0.428  0.376
H 0.522 1.805 -0.331  0.312
H -1.156 1.987 -0.769  0.440
H -0.815 1.661 0.946  0.322
H 0.025 -1.788 0.314  0.472
H -0.283 -0.635 1.649  0.324
H 2.082 -1.224 1.174  0.365
H 1.587 0.542 1.283  0.375
H 1.935 0.407 -1.271  0.234
H 2.449 -1.155 -1.027  0.228

Computed properties:
- LUMO level (Ha) = 0.04129
- ΔE to the lowest compared entry with this formula, charge and spin (kcal per mole) = 32.0
- SMILES = CN(C)CCN

=====

Calculated electronic energy in order - -13745.7904 -55720.5530 -166706.2094 -28179.5670 -17090.6871 -6783.8994 -8798.4251 -7321.6409 eV